46
Properties=species:S:1:pos:R:3:forces:R:3 method="wB97M-V/def2-TZVPD" total_energy_ha=-1388.3074 multiplicity=1 homo_ev="-14.6 / -14.1" gap_ev="5.230 / 3.876" fmax_ev_per_a=1.8 charge=+2 lumo_ev="-9.3 / -10.2"
Au 0.0290 0.0720 -0.0009 0.12 -0.82 -0.96
N -1.6086 0.2644 1.5373 0.60 -0.46 -0.85
C -1.1680 1.0448 2.7013 0.59 0.27 0.62
C 0.2120 0.5848 3.1599 -0.22 0.14 0.09
N 1.1969 0.7989 2.0943 0.22 0.26 0.15
H -2.4582 0.6675 1.1494 0.05 -0.07 -0.22
H -1.8406 -0.6784 1.8395 -0.10 0.00 -0.10
H -1.8693 0.9414 3.5346 -0.08 -0.03 -0.20
H -1.1385 2.0992 2.4231 -0.08 -0.03 -0.02
H 0.1819 -0.4844 3.3802 0.03 0.03 0.10
H 0.4692 1.1188 4.0798 -0.05 -0.14 -0.04
H 2.0544 0.3041 2.3226 0.01 -0.01 -0.15
H 1.4502 1.7820 2.0450 0.12 -0.06 0.14
B 2.6716 -2.2938 -0.8767 1.20 -1.22 -0.55
N 2.5433 -0.9807 -1.5699 0.41 0.60 -0.33
C 3.4686 -0.5682 -2.4710 -0.72 0.06 0.33
C 3.0855 0.6496 -2.9748 -0.72 0.22 0.46
C 1.8783 0.9279 -2.3246 0.50 0.70 -0.52
N 1.5747 -0.0598 -1.4895 -1.11 0.02 0.76
N 1.6768 -2.6485 0.1757 -0.35 -0.20 0.93
C 1.7897 -3.8027 0.8834 -0.28 0.78 -0.06
C 0.7149 -3.9066 1.7289 -0.64 0.64 -0.14
C -0.0390 -2.7521 1.4748 -0.18 -0.87 0.69
N 0.5566 -2.0147 0.5447 0.01 1.33 -0.67
H 3.7817 -2.4230 -0.4453 0.21 0.30 0.43
H 2.6955 -3.1718 -1.6978 -0.38 -0.13 -0.36
H 4.3329 -1.1583 -2.6943 0.14 -0.29 0.08
H 3.5881 1.2633 -3.6926 0.07 0.06 -0.20
H 1.2393 1.7780 -2.4401 -0.13 0.17 -0.03
H 2.6186 -4.4667 0.7398 0.20 -0.05 -0.21
H 0.4920 -4.6816 2.4327 -0.05 -0.17 0.09
H -0.9768 -2.4762 1.9147 -0.11 0.07 0.12
F -1.5123 6.8408 -1.4908 0.10 -0.06 0.19
C -1.9455 5.8714 -2.2916 -0.12 0.38 -0.24
F -1.4065 6.0619 -3.4977 0.08 -0.21 -0.02
F -3.2659 5.9883 -2.4086 -0.12 -0.22 0.06
C -1.5648 4.4988 -1.7590 0.13 -0.09 0.05
C -0.8192 4.3803 -0.5938 -0.13 -0.23 -0.17
C -0.4515 3.1111 -0.1856 0.22 0.63 0.39
N -0.7875 2.0112 -0.8503 0.73 -1.20 0.69
C -1.5104 2.1206 -1.9626 -0.47 -0.09 -0.69
C -1.9240 3.3502 -2.4560 0.20 0.01 0.35
H -0.5303 5.2480 -0.0204 0.06 0.02 0.01
H 0.1472 2.9726 0.6990 0.08 0.06 0.08
H -1.7617 1.2085 -2.4826 -0.01 -0.09 -0.02
H -2.5089 3.4077 -3.3614 -0.03 -0.07 -0.08

20
Properties=species:S:1:pos:R:3:forces:R:3 method="wB97M-V/def2-TZVPD" total_energy_ha=-328.2662 e_above_lowest_kj_mol=426.93 multiplicity=1 homo_ev=-13.1 gap_ev=10.107 smiles=C#C[C@]1(C)C[C@@H]1[NH2+]C fmax_ev_per_a=5.3 charge=+1 lumo_ev=-3.0
C -0.5703 -1.6986 1.9655 -0.51 -0.94 0.15
C 0.2199 -1.0480 1.3605 2.11 -0.14 -0.28
C 0.6559 1.2298 1.1654 -1.27 0.35 -0.98
C -0.0601 0.8947 -0.1475 1.33 -2.33 1.01
C 1.1820 -0.1864 0.7498 -4.50 2.73 0.86
C 2.5060 -0.6291 0.2605 -0.25 -2.42 -0.52
C -1.7198 -0.1577 -1.6300 -1.47 3.19 0.17
N -1.4914 0.3197 -0.1941 1.12 0.26 0.95
H -1.0480 -2.4769 2.4769 -0.74 -0.35 0.51
H 1.2195 2.1418 1.0708 0.86 -0.08 -0.14
H -0.0622 1.4218 2.0222 1.10 -1.02 -0.79
H 0.3883 0.9901 -1.1452 -0.48 0.54 0.61
H 2.4138 -1.1737 -0.7149 0.05 0.39 0.81
H 3.0152 -1.3578 0.9705 -0.82 1.06 -0.65
H 3.1188 0.1959 0.1044 1.25 1.41 -0.22
H -2.7877 -0.4544 -1.7198 1.00 -0.41 0.01
H -1.6543 0.8497 -2.2189 0.24 -2.21 0.57
H -0.9408 -0.8828 -1.8436 -0.32 -0.03 -0.23
H -1.5354 -0.5314 0.5049 0.21 1.34 -0.96
H -2.1788 1.0626 0.1594 1.08 -1.35 -0.89

22
Properties=species:S:1:pos:R:3:forces:R:3 method="wB97M-V/def2-TZVPD" total_energy_ha=-458.6303 e_above_lowest_kj_mol=525.35 multiplicity=1 homo_ev=-13.1 gap_ev=8.621 fmax_ev_per_a=5.6 charge=+1 lumo_ev=-4.5
C -1.9225 1.3217 0.0343 0.72 2.02 0.84
C -0.6239 2.0939 0.0764 -1.21 -0.02 -0.16
C -1.8829 0.1983 -0.6625 0.30 0.84 0.83
C 1.8040 1.4912 0.6867 1.91 1.13 2.27
C 2.3519 -0.3327 -0.6296 1.69 -2.72 -2.30
C 0.5161 1.6266 0.5221 -1.16 1.53 -0.24
C -0.5458 -0.4575 -1.1438 -5.39 -1.34 -0.43
C 0.1141 -1.0570 0.0079 -0.55 0.68 -0.64
C -0.7140 -1.6949 1.0478 3.19 0.31 2.39
N 2.5485 0.8137 -0.2082 1.10 -0.30 -1.75
N 1.3923 -1.2159 -0.0260 -0.87 0.86 -0.45
H -2.8349 1.8883 0.4575 1.34 -1.39 -1.02
H -0.7928 3.0189 -0.5332 1.03 -0.49 0.75
H -2.8547 -0.1792 -0.7738 -0.89 -1.50 -0.76
H 2.5503 1.9426 1.4541 -2.10 -0.56 -0.77
H 2.9763 -0.9263 -1.4431 -0.97 1.83 1.75
H -1.0380 -1.3559 -1.7883 1.87 1.71 1.13
H -0.0938 0.3053 -1.7043 1.37 0.30 -0.99
H -0.2762 -1.5172 2.1095 -0.28 -0.69 -1.87
H -0.7224 -2.7073 0.7686 -0.08 -1.83 0.18
H -1.6759 -1.3671 1.1622 -2.34 1.00 -0.43
H 1.7244 -1.8894 0.5859 1.32 -1.37 1.68

15
Properties=species:S:1:pos:R:3:forces:R:3 method="wB97M-V/def2-TZVPD" total_energy_ha=-1532.7794 e_above_lowest_kj_mol=260.34 multiplicity=2 homo_ev="-10.5 / -10.9" gap_ev="6.195 / 6.917" fmax_ev_per_a=4.7 lumo_ev="-4.3 / -4.0"
Pd -0.0876 0.1710 -0.1963 -0.76 -1.73 -0.72
O 1.0655 -1.6861 0.6752 0.78 -0.12 -1.45
Cl 0.4040 -1.1816 1.8548 -0.05 -1.36 1.60
O 0.7191 -1.9523 2.9658 0.37 -0.61 1.00
O -0.9976 -1.1800 1.5825 -1.33 0.08 -0.29
O 0.8201 0.1812 2.0145 0.43 1.88 -0.03
S 2.2782 1.7418 -2.4030 -1.89 -2.80 3.17
C 1.5505 0.8142 -1.3317 1.23 3.09 -3.27
C -0.0073 -2.2202 -2.1507 2.46 -0.48 0.55
O -0.8338 -1.3511 -1.5351 -1.73 2.75 1.23
H 0.7332 -1.7085 -2.7936 -0.32 -0.25 -0.28
H -0.5993 -2.9294 -2.7551 -0.16 0.40 0.06
H 0.5723 -2.8035 -1.4051 -0.23 -0.06 -0.45
N -2.3674 2.4443 -0.0621 -0.68 0.64 0.24
C -1.6772 1.5375 0.0672 1.90 -1.41 -1.37

119
Properties=species:S:1:pos:R:3:forces:R:3 method="wB97M-V/def2-TZVPD" total_energy_ha=-3083.7272 e_above_lowest_kj_mol=50.93 multiplicity=5 homo_ev="-6.6 / -6.9" gap_ev="6.761 / 6.390" fmax_ev_per_a=2.5 lumo_ev="0.2 / -0.5"
Os 0.5710 0.1209 -0.1251 0.51 0.87 -0.59
C 1.1793 -2.2950 -3.1374 0.05 -0.05 -0.19
O 0.5516 -1.6621 -2.0424 -0.21 -0.38 0.55
C 0.1022 -2.4922 -1.0183 -0.16 -0.46 -0.09
C 0.9854 -3.2003 -0.1889 0.00 0.06 -0.26
C 2.5025 -3.0688 -0.1917 -0.02 0.16 -0.03
C 3.1454 -1.7001 -0.2945 -0.26 0.35 0.49
C 4.1475 -1.4527 -1.2133 0.03 0.13 0.04
C 4.8070 -0.2295 -1.2954 -0.10 -0.06 0.04
C 4.5227 0.7349 -0.3255 -0.04 -0.20 0.22
C 3.5466 0.5475 0.6234 -0.19 -0.45 0.19
C 3.1287 1.6460 1.5891 -0.06 -0.20 -0.02
C 2.0111 2.4938 1.0019 -0.27 -0.14 0.36
C 2.3098 3.4811 0.0756 -0.23 0.09 0.03
C 1.3222 4.2445 -0.5350 0.14 -0.07 0.13
C -0.0105 3.9060 -0.3046 0.06 -0.29 0.13
C -0.3775 2.9447 0.6223 0.12 0.08 0.22
C -1.8350 2.7341 0.9698 -0.02 -0.07 -0.05
C -2.6248 1.5661 0.3769 0.32 -0.30 -0.45
C -3.9621 1.4768 0.7311 -0.08 -0.22 0.03
C -4.7948 0.4481 0.3007 0.05 -0.07 0.18
C -4.1963 -0.6018 -0.3958 -0.04 0.04 0.07
C -2.8690 -0.5594 -0.7887 0.41 0.47 -0.23
C -2.2481 -1.6870 -1.5981 0.10 0.13 -0.05
C -1.2903 -2.5845 -0.8271 0.22 -0.12 -0.33
C -1.7721 -3.5545 0.0383 0.19 0.09 -0.07
C -0.9213 -4.4038 0.7431 0.07 0.08 0.03
C 0.4405 -4.1518 0.6689 -0.18 0.10 -0.17
C -1.4814 -5.5732 1.5410 -0.15 -0.10 0.06
C -2.3376 -6.4352 0.6021 0.09 0.08 0.11
C -2.3470 -5.0510 2.6932 0.10 -0.11 -0.11
C -0.3889 -6.4782 2.1188 -0.19 0.20 -0.10
C -2.1033 0.6037 -0.5126 -2.45 -0.02 0.66
O -0.9583 0.8010 -1.1186 1.15 -0.28 -0.22
C -6.3040 0.5726 0.4734 -0.14 0.03 0.02
C -6.7423 1.7391 -0.4278 -0.04 -0.12 0.10
C -7.0739 -0.6745 0.0287 0.18 0.21 0.06
C -6.6966 0.8753 1.9242 0.08 -0.02 -0.21
C 0.6524 2.2795 1.3297 0.06 0.27 0.18
O 0.3207 1.6454 2.5360 0.07 0.19 -0.46
C 0.4249 2.5588 3.6154 -0.01 0.23 0.20
C 1.6464 5.4556 -1.3911 0.06 0.18 -0.11
C 0.9912 6.6851 -0.7429 0.08 -0.14 -0.09
C 1.1015 5.2344 -2.8061 0.08 0.02 0.17
C 3.1505 5.7312 -1.4831 -0.27 -0.09 0.02
C 2.7619 -0.6477 0.5866 2.40 0.02 -0.86
O 1.7201 -0.7554 1.3699 -1.47 0.31 0.00
C 5.7215 0.1280 -2.4505 0.18 0.07 -0.16
C 5.9649 -1.0521 -3.3933 -0.06 0.21 0.16
C 7.0836 0.6245 -1.9516 -0.17 -0.08 -0.06
C 5.0313 1.2479 -3.2465 0.12 -0.16 -0.04
H 2.0809 -2.8337 -2.8464 0.06 0.00 0.06
H 0.4897 -2.9919 -3.6235 -0.02 0.02 0.00
H 1.4454 -1.4922 -3.8222 0.04 -0.05 -0.04
H 2.8453 -3.5010 0.7560 -0.07 -0.08 -0.11
H 2.9091 -3.7017 -0.9897 0.05 0.06 0.10
H 4.4139 -2.2510 -1.8872 0.00 -0.10 -0.18
H 5.0520 1.6754 -0.3376 0.09 0.19 -0.03
H 2.7883 1.1737 2.5137 0.06 0.12 -0.01
H 3.9940 2.2790 1.7996 -0.07 -0.01 0.02
H 3.3494 3.6551 -0.1462 0.17 0.06 -0.04
H -0.7997 4.4241 -0.8291 -0.08 0.11 -0.04
H -1.9042 2.6166 2.0581 -0.06 0.11 -0.11
H -2.3751 3.6479 0.7014 0.09 -0.01 0.12
H -4.3617 2.2669 1.3519 -0.11 0.13 0.04
H -4.7816 -1.4643 -0.6788 -0.10 -0.10 -0.11
H -3.0542 -2.3059 -2.0046 0.09 0.07 0.00
H -1.6905 -1.2357 -2.4234 -0.16 -0.11 -0.01
H -2.8454 -3.6504 0.1313 -0.15 -0.09 0.01
H 1.1207 -4.7158 1.2887 0.09 -0.06 -0.03
H -3.1987 -5.8897 0.2271 -0.12 0.07 -0.06
H -1.7462 -6.7639 -0.2499 0.04 -0.06 -0.11
H -2.6950 -7.3136 1.1348 -0.09 -0.13 0.05
H -3.1462 -4.4150 2.3219 -0.13 0.10 -0.03
H -2.7935 -5.8788 3.2390 -0.10 -0.15 0.07
H -1.7356 -4.4790 3.3852 0.02 0.12 0.11
H 0.2242 -6.8995 1.3256 0.14 -0.03 -0.06
H 0.2484 -5.9445 2.8190 0.11 0.05 0.11
H -0.8577 -7.3023 2.6515 -0.04 -0.09 0.09
H -6.4068 1.5655 -1.4478 0.01 0.02 -0.13
H -7.8256 1.8356 -0.4311 -0.18 0.03 0.01
H -6.3151 2.6778 -0.0863 0.07 0.13 0.03
H -6.9075 -0.8847 -1.0245 0.02 -0.09 -0.13
H -6.8020 -1.5487 0.6163 0.08 -0.14 0.04
H -8.1387 -0.5001 0.1678 -0.12 0.00 0.01
H -6.1783 1.7499 2.3051 0.05 0.10 0.10
H -7.7652 1.0714 1.9792 -0.15 0.02 0.05
H -6.4723 0.0284 2.5695 0.06 -0.08 0.11
H 1.4714 2.7857 3.8523 -0.08 -0.05 -0.05
H -0.0903 3.4991 3.3853 0.02 -0.08 0.02
H -0.0522 2.0950 4.4791 0.05 -0.01 0.02
H -0.0891 6.5883 -0.7032 -0.17 0.01 0.00
H 1.3567 6.8108 0.2746 0.03 0.04 0.11
H 1.2350 7.5812 -1.3084 0.01 0.14 -0.09
H 0.0201 5.1359 -2.8016 -0.15 -0.02 -0.04
H 1.3691 6.0695 -3.4500 0.01 0.11 -0.09
H 1.5215 4.3204 -3.2177 0.03 -0.12 -0.13
H 3.5804 5.9004 -0.4965 0.08 -0.02 0.05
H 3.6661 4.9044 -1.9649 0.16 -0.09 -0.05
H 3.3145 6.6282 -2.0789 0.02 0.03 -0.05
H 6.4740 -1.8666 -2.8810 0.01 -0.13 0.02
H 5.0257 -1.4129 -3.8039 -0.09 -0.13 -0.11
H 6.5927 -0.7268 -4.2204 0.06 0.01 -0.09
H 7.5581 -0.1258 -1.3227 0.09 -0.06 0.07
H 7.7303 0.8254 -2.8036 0.12 0.06 -0.07
H 6.9860 1.5427 -1.3802 0.03 0.12 0.11
H 4.0302 0.9403 -3.5377 -0.08 -0.03 -0.09
H 4.9311 2.1495 -2.6488 -0.03 0.14 0.10
H 5.6065 1.4889 -4.1385 0.10 0.06 -0.13
S 1.6902 1.0829 -1.8316 -0.56 -0.63 0.87
N -2.7163 -1.4669 2.5986 0.09 0.06 -0.15
C -1.4370 -1.0760 2.4446 -0.30 -0.19 0.60
O -1.0056 -0.8504 1.3281 0.65 0.33 -0.56
C -0.6029 -0.9253 3.6800 0.27 -0.09 0.08
I 0.6661 -2.6286 3.9168 -0.05 0.02 0.27
H -3.2737 -1.5282 1.7572 -0.06 0.04 0.01
H -3.1200 -1.7415 3.4750 0.15 0.06 0.08
H -1.1904 -0.8240 4.5888 0.01 -0.05 -0.05
H 0.0795 -0.0932 3.5370 -0.11 -0.13 -0.02

13
Properties=species:S:1:pos:R:3:forces:R:3 method="wB97M-V/def2-TZVPD" total_energy_ha=-822.6924 e_above_lowest_kj_mol=33.30 multiplicity=1 homo_ev=-8.0 gap_ev=7.003 fmax_ev_per_a=3.9 lumo_ev=-1.0
C -0.6700 2.2410 -0.5097 2.21 3.15 0.41
C -0.1299 1.6292 0.7738 -0.77 -0.28 1.78
C 0.6322 0.4218 0.6056 1.07 -1.80 -0.87
N 1.3544 -1.8783 0.3640 -3.09 1.01 -0.07
N 1.1145 -0.6279 0.4562 0.31 -0.26 0.34
I 1.3087 -5.2849 0.8748 0.53 -0.28 0.03
I -0.9919 -4.0894 0.7103 -0.76 0.09 0.00
H -0.9454 1.5057 -1.1989 -0.28 -1.12 -1.09
H 0.1685 2.9167 -0.9230 -1.35 -1.13 0.11
H -1.5246 2.9115 -0.3466 0.23 -0.28 0.23
H -1.0481 1.2061 1.2954 1.06 0.94 0.20
H 0.5463 2.2562 1.4669 -1.70 -0.33 -1.05
H 2.2610 -2.2124 0.3502 2.55 0.29 -0.03

15
Properties=species:S:1:pos:R:3:forces:R:3 method="wB97M-V/def2-TZVPD" total_energy_ha=-295.7344 e_above_lowest_kj_mol=67.41 multiplicity=1 homo_ev=-9.1 gap_ev=10.113 smiles="CC(C)=CCF" fmax_ev_per_a=2.4 lumo_ev=1.0
C -1.6266 -1.1014 0.0209 0.21 -0.24 0.75
C -0.4325 -0.1970 0.0264 0.33 -1.29 0.33
C -0.6736 1.2631 -0.0212 1.09 1.19 -0.86
C 0.7823 -0.7083 -0.0384 1.62 0.42 -0.18
C 1.9838 0.2048 0.0619 -1.18 2.01 -0.53
H -2.2825 -1.0791 0.9033 0.65 0.01 0.26
H -2.2805 -0.7474 -0.7108 -1.19 0.42 -1.66
H -1.3594 -2.1304 -0.2230 0.00 0.09 0.18
H -1.0395 1.4673 -1.0355 -0.16 0.23 0.14
H 0.1683 2.0069 0.1490 -0.71 -1.37 -0.12
H -1.4286 1.5240 0.6632 -1.19 0.45 0.83
H 1.1167 -1.7513 -0.0989 -0.81 0.18 0.09
H 1.8886 0.6926 1.0536 0.60 -0.08 -0.36
H 2.0462 1.0511 -0.7231 -0.30 -1.34 1.02
F 3.1372 -0.4949 -0.0273 1.02 -0.69 0.10

74
Properties=species:S:1:pos:R:3:forces:R:3 method="wB97M-V/def2-TZVPD" total_energy_ha=-4529.1703 multiplicity=1 homo_ev=-4.5 gap_ev=6.227 fmax_ev_per_a=1.0 charge=-1 lumo_ev=1.8
Ti 1.2245 1.9083 1.2999 0.02 0.12 -0.96
F 3.2212 -4.5851 0.8618 0.00 -0.01 -0.01
C 3.5756 -3.3384 0.5075 0.04 0.06 -0.02
C 2.7562 -2.2642 0.7858 -0.01 -0.12 0.08
F 1.5805 -2.4708 1.4032 -0.03 0.08 0.01
C 3.1568 -0.9963 0.4197 -0.01 0.04 -0.13
F 2.2586 0.0121 0.7167 0.00 -0.17 0.14
C 4.3267 -0.6806 -0.2763 -0.01 0.11 0.04
S 4.7327 0.9030 -0.8018 0.05 -0.09 0.02
C 5.1322 -1.8138 -0.5118 0.00 -0.02 -0.05
F 6.2991 -1.6727 -1.1490 0.02 0.01 -0.02
C 4.7767 -3.0936 -0.1435 -0.06 0.01 0.05
F 5.5879 -4.1259 -0.4146 0.01 -0.02 -0.01
S 2.5802 3.6777 5.0531 -0.01 -0.05 -0.05
C 2.2917 2.7836 3.7134 0.03 0.00 0.32
S 3.1358 2.9693 2.1949 0.12 0.00 0.05
S 1.0640 1.5397 3.5978 -0.01 -0.03 0.11
C -1.7852 -3.8951 3.7978 0.00 0.00 -0.01
O -1.6015 -2.6860 3.0976 -0.01 -0.02 0.01
C -2.1280 -1.5486 3.6577 0.03 0.00 -0.03
C -2.9238 -1.5245 4.7822 -0.02 0.01 0.04
C -3.4045 -0.3068 5.2706 0.00 -0.01 -0.01
C -3.0726 0.8637 4.6200 -0.01 -0.01 0.02
C -2.2681 0.8432 3.4846 0.03 0.01 -0.02
C -1.7796 -0.3583 2.9815 0.00 -0.02 0.04
N -0.9865 -0.4746 1.8648 -0.14 0.01 -0.20
C -0.5046 0.6078 1.0591 0.02 0.13 0.35
C -1.5806 1.5381 0.5374 0.04 -0.08 0.03
C -2.8529 1.1487 0.1459 -0.03 0.01 0.00
C -3.7566 2.0870 -0.3403 0.03 0.00 0.01
C -3.3834 3.4232 -0.4269 0.00 0.00 0.00
C -2.1218 3.8346 -0.0178 0.00 0.06 -0.03
C -1.2333 2.8899 0.4761 0.07 -0.09 0.03
O -0.0057 3.2330 0.9406 -0.06 -0.06 -0.05
H -1.3738 -3.8323 4.8091 0.00 0.00 0.00
H -1.2503 -4.6575 3.2370 0.00 0.00 0.00
H -2.8440 -4.1651 3.8578 0.00 0.00 0.00
H -3.1756 -2.4430 5.2943 0.01 0.01 -0.01
H -4.0231 -0.2926 6.1583 0.00 0.01 0.00
H -3.4247 1.8150 4.9980 0.01 0.00 -0.01
H -1.9912 1.7715 3.0077 0.00 0.01 0.01
H -0.6127 -1.3903 1.6939 0.10 -0.03 0.06
H -0.0257 0.1362 0.1877 0.00 -0.03 -0.03
H -3.1371 0.1065 0.2496 -0.01 0.02 -0.01
H -4.7505 1.7801 -0.6404 0.00 0.00 0.00
H -4.0852 4.1588 -0.8008 -0.01 -0.02 0.00
H -1.8283 4.8762 -0.0528 0.01 -0.02 0.00
C 0.6320 -2.6267 -4.7957 0.00 0.00 -0.01
C -0.4432 -1.5492 -4.8141 0.02 0.02 0.00
N -0.1877 -0.4872 -3.8419 0.02 -0.10 0.05
C -1.0794 -0.4227 -2.6846 0.03 0.01 -0.02
C -0.9283 -1.6132 -1.7475 -0.03 0.02 0.01
C 0.7279 0.4509 -4.2000 -0.01 0.22 -0.02
O 1.2459 0.4701 -5.3074 -0.01 -0.05 0.00
C 1.1071 1.4999 -3.1945 0.05 -0.08 0.09
C 1.2496 2.8210 -3.5931 -0.02 -0.02 -0.04
C 1.6247 3.7707 -2.6575 0.12 -0.14 -0.11
C 1.8382 3.3622 -1.3560 -0.09 0.20 0.06
N 1.6981 2.0962 -0.9641 -0.24 0.18 0.31
C 1.3799 1.1827 -1.8737 -0.04 -0.01 -0.07
H 0.4049 -3.3989 -5.5331 0.01 0.00 0.01
H 0.7046 -3.0976 -3.8147 -0.01 0.00 0.00
H 1.5992 -2.1910 -5.0438 -0.01 0.00 0.01
H -1.4221 -1.9712 -4.5820 0.00 -0.01 0.01
H -0.4934 -1.1001 -5.8061 -0.02 0.01 -0.01
H -2.1075 -0.3703 -3.0565 -0.02 -0.02 0.02
H -0.9090 0.5051 -2.1433 -0.05 -0.01 -0.05
H -1.1890 -2.5496 -2.2434 0.00 0.00 0.00
H -1.5822 -1.4920 -0.8815 0.00 -0.01 -0.02
H 0.0981 -1.7047 -1.3866 0.03 -0.01 0.00
H 1.0649 3.0841 -4.6269 0.01 -0.01 0.01
H 1.7460 4.8109 -2.9227 0.02 0.00 -0.01
H 2.1039 4.0727 -0.5838 -0.01 0.03 0.01
H 1.3275 0.1566 -1.5326 0.03 0.01 0.00